Here is C41H45Cl3IIrN4O3SSbSi2 as an isolated structure from the Open Molecules 2025 dataset. Energies are from ωB97M-V/def2-TZVPD.

```
! RIJCOSX wB97M-V def2-TZVPD def2/J DEFGRID3
* xyz -1 1
Ir -2.179 -0.571 -1.418
C -5.777 0.578 -4.873
Si -5.010 0.362 -3.123
C -5.514 -1.416 -2.635
C -5.715 1.764 -2.021
N -3.277 0.415 -3.081
C -2.479 0.966 -3.999
C -2.929 1.888 -4.963
C -2.114 2.331 -5.973
C -0.797 1.874 -6.059
C -0.296 1.043 -5.088
C -1.089 0.581 -4.019
N -0.633 -0.201 -3.034
Si 1.028 -0.618 -2.770
C 2.041 -1.414 -4.197
C 0.972 -1.956 -1.421
C 1.913 0.993 -2.239
H -6.725 0.057 -4.957
H -5.119 0.176 -5.636
H -5.968 1.619 -5.111
H -6.558 -1.475 -2.342
H -4.910 -1.763 -1.806
H -5.364 -2.106 -3.459
H -6.344 1.377 -1.226
H -6.308 2.467 -2.601
H -4.902 2.311 -1.552
H -3.928 2.270 -4.868
H -2.482 3.042 -6.700
H -0.166 2.201 -6.875
H 0.733 0.728 -5.123
H 1.500 -2.236 -4.655
H 2.975 -1.809 -3.808
H 2.300 -0.709 -4.981
H 1.062 -2.955 -1.839
H 0.021 -1.898 -0.895
H 1.771 -1.816 -0.697
H 2.993 0.883 -2.215
H 1.574 1.292 -1.250
H 1.660 1.803 -2.918
S -0.854 0.874 0.256
Sb 2.672 0.274 1.455
C 3.146 -0.260 3.512
C 3.535 0.669 4.464
C 3.791 0.275 5.765
C 3.653 -1.051 6.133
C 3.269 -1.986 5.189
C 3.012 -1.588 3.890
C 4.648 -0.196 0.711
C 5.330 -1.305 1.186
C 6.523 -1.701 0.605
C 7.043 -0.991 -0.463
C 6.370 0.120 -0.941
C 5.175 0.507 -0.362
C 3.046 2.366 1.841
C 4.297 2.961 1.797
C 4.452 4.291 2.148
C 3.358 5.033 2.559
C 2.106 4.444 2.605
C 1.954 3.118 2.242
H 3.641 1.710 4.191
H 4.103 1.004 6.499
H 3.845 -1.352 7.152
H 3.168 -3.025 5.470
H 2.697 -2.323 3.158
H 4.925 -1.860 2.024
H 7.051 -2.569 0.977
H 7.968 -1.310 -0.925
H 6.777 0.677 -1.773
H 4.644 1.369 -0.744
H 5.156 2.380 1.492
H 5.431 4.750 2.118
H 3.486 6.069 2.840
H 1.251 5.018 2.934
H 0.979 2.653 2.272
N -5.542 -1.520 0.976
C -4.506 -0.657 0.889
O -4.157 -0.129 -0.162
C -3.846 -0.298 2.189
I -5.261 0.345 3.667
H -5.895 -1.887 0.105
H -5.574 -2.151 1.763
H -3.167 0.532 2.025
H -3.308 -1.147 2.609
N -0.002 -1.565 6.861
C -0.190 -1.188 5.792
C -0.403 -0.731 4.480
C -0.200 -1.591 3.394
C -0.347 -1.135 2.103
C -0.721 0.194 1.855
C -0.931 1.042 2.953
C -0.778 0.595 4.243
H 0.063 -2.623 3.584
H -0.198 -1.810 1.274
H -1.225 2.065 2.765
H -0.951 1.261 5.076
Cl -2.316 -3.119 -2.475
C -2.881 -4.113 -1.115
Cl -1.721 -5.412 -0.819
Cl -4.444 -4.815 -1.524
C -3.016 -3.266 0.259
O -3.748 -3.764 1.090
O -2.341 -2.233 0.293
*
```

HOMO level (spin up / spin down) in eV: -4.16 / -4.17
HOMO-LUMO gap (spin up / spin down) in eV: 5.28 / 5.28
ΔE to the lowest compared entry with this formula, charge and spin in kJ/mol: 129.5
E_tot in Ha: -5034.255892